The following is a DFT calculation (the ωB97M-V functional and the def2-TZVPD basis) of a structure of composition C24H37Cl2CoF16O6 at a distorted geometry.

Each line ends with the Löwdin charge.
Positions of all 86 atoms, in Å:
Co: 0.165555 -2.616003 -0.737053  0.85
C: 0.540230 0.791569 -0.618361  -0.30
O: 0.351221 -0.588179 -0.607641  -0.41
H: 1.054774 1.276272 0.211340  0.02
H: 1.184866 1.048554 -1.458901  0.05
H: -0.345057 1.426326 -0.580283  0.05
C: -5.737715 1.575152 2.803292  -0.01
C: -6.788272 2.747077 3.121058  -0.41
C: -6.136582 3.927692 3.818604  -0.33
F: -7.006701 4.910573 4.076366  0.11
F: -5.441295 3.638942 4.940896  0.10
F: -7.489144 3.238747 2.068470  0.12
F: -7.769408 2.148968 3.848796  0.11
O: -4.438862 2.023662 2.364821  0.00
C: -3.234570 1.395339 2.758310  -0.49
C: -2.121634 1.908035 1.873782  -0.31
F: -2.148834 3.244075 1.764233  0.10
F: -0.887754 1.605032 2.301347  0.11
F: -3.054669 1.741764 4.048520  0.16
F: -3.126216 0.044927 2.594351  0.13
H: -6.197574 0.843880 2.138564  0.14
H: -5.593713 1.066958 3.756765  0.14
H: -5.365083 4.349727 3.174580  0.17
H: -2.242871 1.519280 0.862712  0.16
C: 6.035456 1.633323 -0.457208  -0.05
C: 7.003387 0.416900 -0.694626  -0.47
C: 8.013696 0.623603 -1.851892  -0.41
F: 8.698942 1.728546 -1.786876  0.14
F: 8.893677 -0.331586 -1.927881  0.15
F: 7.764454 0.222869 0.382047  0.14
F: 6.264161 -0.659450 -0.935494  0.15
O: 5.025285 1.755232 -1.453679  0.01
C: 4.957717 2.993359 -2.173022  -0.45
C: 3.679250 3.049866 -3.028618  -0.32
F: 3.499240 4.122332 -3.795638  0.13
F: 3.457322 1.927618 -3.749538  0.10
F: 5.034525 4.062404 -1.287825  0.10
F: 6.063056 2.904060 -2.906712  0.15
H: 6.688724 2.484048 -0.263237  0.14
H: 5.562018 1.456878 0.508628  0.14
H: 7.398537 0.671763 -2.750427  0.16
H: 2.880398 3.003888 -2.288468  0.13
C: -4.183134 -1.563127 -1.281985  -0.17
C: -4.180668 -1.981884 0.152916  -0.17
C: -2.803107 -2.626006 0.330594  -0.17
O: -1.997735 -2.102040 -0.741167  -0.24
C: -2.755267 -1.156112 -1.493487  -0.18
H: -4.890140 -0.752534 -1.458571  0.12
H: -4.489522 -2.328280 -1.995270  0.12
H: -5.050046 -2.576786 0.432888  0.12
H: -4.217895 -1.111166 0.807556  0.09
H: -2.944576 -3.695033 0.171596  0.12
H: -2.437430 -2.495452 1.349081  0.11
H: -2.541128 -1.196542 -2.561484  0.12
H: -2.588811 -0.162962 -1.076294  0.12
C: 1.052732 -3.319334 -4.903516  -0.17
C: 1.095389 -1.810880 -4.830302  -0.17
C: 0.017449 -1.362944 -3.854480  -0.18
O: 0.040537 -2.432358 -2.904943  -0.31
C: 0.282487 -3.683894 -3.686496  -0.18
H: 2.046348 -3.767452 -4.906323  0.12
H: 0.431470 -3.636734 -5.741005  0.11
H: 0.984214 -1.317760 -5.795992  0.11
H: 2.067998 -1.457145 -4.488242  0.12
H: -0.936846 -1.360467 -4.381182  0.12
H: 0.361196 -0.471122 -3.330463  0.12
H: -0.678754 -4.138955 -3.925310  0.12
H: 0.833532 -4.317104 -2.991159  0.08
C: 0.588879 -3.905397 3.653203  -0.16
C: 0.157942 -2.477286 3.596982  -0.16
C: 0.784209 -1.898755 2.274299  -0.27
O: 0.768550 -2.906901 1.418171  -0.26
C: 0.971290 -4.128800 2.149619  -0.16
H: -0.194456 -4.606613 3.940916  0.11
H: 1.474788 -3.982643 4.283524  0.11
H: 0.394986 -1.939422 4.514922  0.11
H: -0.922714 -2.434721 3.461075  0.10
H: 1.777290 -1.492242 2.465699  0.13
H: 0.172477 -1.041769 1.992392  0.11
H: 2.029931 -4.365183 2.042392  0.12
H: 0.354783 -5.005985 1.953232  0.11
C: 0.703792 4.285379 1.443115  -1.10
Cl: 2.026563 4.061661 0.307750  0.57
Cl: 0.909356 5.650492 2.484671  0.56
H: -0.267109 4.255220 0.948604  0.02
H: 0.660613 3.423018 2.108373  0.01

Cartesian forces (eV/Å) of the 2 atoms listed first:
0.10 1.41 -0.08
0.68 -0.99 -0.04

Values from the calculation:
* spin multiplicity: 5
* largest force on an atom: 0.1034 hartree/bohr
* total energy: -143918.012 eV
* HOMO-LUMO gap (alpha / beta): 4.99 / 8.13 eV
* E_LUMO (alpha / beta): 0.34 / 0.32 eV
* ⟨S²⟩: 6.0048